# 1
Below is C2H3INO3 as an isolated structure at a distorted geometry, with properties calculated with ωB97M-V/def2-TZVPD.

Cartesian coordinates (Å):
H (3.26, 2.62, -1.20)
C (-0.44, -0.68, 0.64)
O (0.36, -0.33, 1.34)
I (-2.28, -2.59, 1.59)
H (-1.01, -1.09, -1.34)
H (-1.73, 0.21, -0.54)
O (-2.24, -1.87, -0.29)
O (2.20, 2.16, 0.30)
C (-1.40, -0.83, -0.40)
N (3.28, 2.39, -0.10)

Calculated values
HOMO: -12.2 eV
Largest force on an atom: 3.861 eV/Å
Multiplicity: 1
Electronic energy: -17841.9782 eV
Net charge: +1
ΔE to the lowest compared entry with this formula, charge and spin: 142.6 kJ/mol
Frontier orbital gap: 5.246 eV

---

# 2
Below is an isolated ion of composition C3H11N3 and charge +2 at a distorted geometry, with properties calculated with ωB97M-V/def2-TZVPD.

Cartesian coordinates (Å):
H (-0.09, 1.12, -1.05)
H (1.79, -2.43, 0.63)
H (-2.29, 0.30, 1.31)
N (-0.19, -1.04, -0.98)
N (-0.60, 1.31, 0.78)
H (-2.10, 0.26, -0.55)
H (-0.54, -0.29, -1.58)
H (2.19, -0.80, 1.19)
C (1.84, -1.35, 0.33)
H (-2.36, 1.86, 0.13)
N (0.72, -0.56, -0.21)
H (-0.58, 1.41, 1.82)
C (0.55, 1.06, -0.14)
C (-1.84, 0.80, 0.40)
H (1.43, 1.67, 0.03)
H (2.54, -1.44, -0.52)
H (-0.48, -1.88, -1.59)

Calculated values
HOMO (alpha / beta): -18.9 / -20.8 eV
SMILES string: CNC[N+](C)=[NH2+]
Largest force on an atom: 4.488 eV/Å
Multiplicity: 1
Electronic energy: -7735.3421 eV
Net charge: +2
ΔE to the lowest compared entry with this formula, charge and spin: 548.9 kJ/mol
Frontier orbital gap (alpha / beta): 6.365 / 10.132 eV

---

# 3
Below is C49H38N8O5S2Zn as an isolated structure at a distorted geometry, with properties calculated with ωB97M-V/def2-TZVPD.

Cartesian coordinates (Å):
H (8.05, 1.15, -4.67)
H (0.27, 0.04, -3.64)
H (1.55, -6.88, 0.56)
C (1.79, -0.91, -4.86)
N (-0.46, -1.42, 1.86)
C (0.46, -4.12, 4.32)
C (-1.62, -1.92, -1.48)
C (3.13, -0.90, -5.26)
N (0.74, 1.47, -1.58)
N (-2.09, -0.93, -2.28)
C (6.86, 1.83, -1.59)
H (-1.15, -4.66, -1.90)
H (3.01, -1.39, -1.66)
H (2.10, 1.05, 1.50)
H (1.18, 4.05, -3.48)
C (-5.15, -4.86, 1.61)
H (3.51, -1.78, 4.56)
C (1.30, 0.07, -4.00)
C (-1.80, 0.55, 1.38)
H (4.49, 1.82, 1.71)
C (6.22, 3.00, -1.92)
H (-1.95, -2.57, 4.33)
C (0.50, -2.97, 3.54)
H (0.14, 2.72, -4.04)
C (4.21, 1.09, 0.97)
C (1.61, -2.13, 3.64)
H (-2.72, -3.32, 2.91)
C (-1.53, -0.74, 2.02)
C (7.54, 1.15, -2.58)
C (-2.49, -2.61, -0.62)
H (-5.32, -0.91, -1.32)
H (-2.48, 3.84, -0.52)
N (2.50, -0.21, -0.06)
H (5.02, 0.12, -5.09)
C (1.23, -5.94, 0.14)
H (1.46, -5.34, 5.77)
O (-2.49, -1.27, 2.83)
H (-3.57, 0.90, 2.48)
H (-0.63, -3.50, 1.84)
H (2.72, -4.77, 1.16)
H (1.63, -1.23, 3.03)
C (-2.30, 2.93, 0.04)
C (-4.29, -1.22, -1.34)
H (-3.71, 0.20, -2.84)
O (-5.66, -7.35, 1.31)
C (0.66, 3.14, -3.18)
C (1.51, -4.44, 5.18)
C (3.97, 0.11, -4.79)
H (8.06, 0.22, -2.36)
N (-6.28, -4.38, 2.17)
H (-4.01, 3.14, 1.26)
H (4.14, 1.85, -3.54)
H (1.91, -2.62, 0.27)
C (3.48, 1.08, -3.93)
C (2.61, -3.60, 5.27)
C (1.59, 2.09, -2.55)
S (-4.69, -6.57, 2.05)
N (-0.89, 0.90, 0.43)
H (5.67, 3.56, -1.17)
C (-0.15, -2.13, -1.47)
C (7.54, 1.67, -3.87)
C (1.88, -4.76, 0.47)
H (-0.38, -4.80, 4.23)
C (-0.27, 2.36, -1.29)
O (-0.27, 3.47, -2.15)
C (2.89, 0.66, 0.87)
C (4.73, -0.31, -0.89)
C (-6.58, -3.13, 1.84)
C (2.14, 1.08, -3.53)
H (-2.12, -3.39, 0.03)
H (5.76, 4.36, -3.52)
H (2.46, 2.63, -2.10)
C (-1.15, 2.14, -0.31)
H (5.41, -0.71, -1.63)
H (-7.48, -2.72, 2.30)
C (-2.01, -2.56, 3.25)
C (-3.82, -2.25, -0.53)
C (0.33, -3.46, -0.90)
C (6.27, 3.44, -3.24)
C (1.43, -3.54, -0.04)
C (-2.90, 1.28, 1.72)
H (1.13, -1.70, -5.20)
O (-4.85, -6.61, 3.49)
C (2.66, -2.44, 4.50)
C (5.13, 0.60, 0.05)
N (6.92, 2.80, -4.20)
C (-4.71, -2.97, 0.43)
C (-5.82, -2.36, 0.98)
H (0.23, -2.01, -2.49)
S (6.81, 1.20, 0.09)
N (-4.37, -4.22, 0.76)
O (-3.32, -6.69, 1.59)
H (3.51, -1.67, -5.91)
C (3.39, -0.69, -0.91)
H (-6.06, -1.33, 0.78)
H (3.43, -3.84, 5.93)
Zn (0.35, -0.33, -0.53)
C (0.13, -5.89, -0.72)
C (-0.63, -2.68, 2.57)
C (-3.38, -0.61, -2.20)
C (-3.14, 2.54, 1.01)
H (-0.42, -6.79, -0.96)
C (-0.29, -4.67, -1.24)

Calculated values
HOMO: -0.2 eV
Largest force on an atom: 1.144 eV/Å
Multiplicity: 1
Electronic energy: -143678.9358 eV
Net charge: -2
ΔE to the lowest compared entry with this formula, charge and spin: 0.0 kJ/mol
Frontier orbital gap: 3.183 eV

---

# 4
Below is C16H22F12NiO10 as an isolated structure at a distorted geometry, with properties calculated with ωB97M-V/def2-TZVPD.

Cartesian coordinates (Å):
H (-1.36, -5.32, -2.24)
C (0.64, -3.60, 1.93)
C (3.56, -1.99, -0.90)
H (3.86, -3.22, -2.65)
H (-3.82, 1.43, -0.40)
F (1.37, 4.22, -2.28)
H (-5.48, 1.19, 0.10)
C (0.11, -2.96, 0.63)
C (-0.34, 4.70, 3.20)
C (3.32, 1.40, -2.42)
O (0.52, 4.47, 0.98)
O (2.01, 0.19, -0.85)
H (0.32, 5.54, 3.42)
C (-0.67, -4.51, -2.48)
Ni (0.04, 0.50, -0.04)
H (5.30, -3.02, -1.66)
C (-0.79, -3.37, -1.48)
H (-1.81, -2.99, -1.44)
O (-1.97, 0.90, 0.85)
O (0.15, 2.67, -0.33)
O (0.22, -1.78, 0.44)
F (4.32, 1.15, -3.26)
C (0.61, 4.79, -1.34)
H (-0.17, -2.54, -1.81)
H (2.48, -2.09, -0.83)
H (-0.54, 4.15, 4.12)
H (3.96, -4.07, -1.11)
F (1.97, -3.38, 1.98)
O (3.87, -0.77, -1.60)
F (1.16, 5.95, -0.98)
C (0.28, 3.74, 2.22)
C (-2.80, 0.59, 1.66)
C (0.43, 3.83, -0.14)
H (-0.32, 2.86, 2.01)
H (-1.00, -0.58, -2.28)
C (-2.47, 0.30, 3.14)
F (-3.56, 0.05, 3.85)
H (-5.09, -0.47, -1.66)
F (-1.84, 1.35, 3.68)
H (-3.49, -0.84, -1.00)
C (-4.52, -0.58, -0.74)
C (2.99, 0.19, -1.53)
H (0.86, 0.33, 2.50)
H (-1.30, 5.07, 2.84)
F (0.43, -4.92, 1.98)
F (-0.60, 5.04, -1.86)
H (1.24, 3.36, 2.56)
F (-1.67, -0.77, 3.22)
H (-4.96, -1.38, -0.13)
H (-0.84, -4.14, -3.49)
O (-0.39, -3.85, -0.19)
C (-4.50, 0.70, 0.05)
F (0.08, -3.04, 2.99)
O (-4.08, 0.43, 1.41)
F (2.24, 1.73, -3.13)
F (3.67, 2.42, -1.64)
O (-0.94, 0.12, -1.62)
C (4.22, -3.14, -1.62)
O (0.82, 0.83, 1.69)
H (0.33, -4.95, -2.43)
H (3.94, -1.90, 0.12)

Calculated values
HOMO (alpha / beta): -8.2 / -8.0 eV
Largest force on an atom: 1.336 eV/Å
Multiplicity: 3
Electronic energy: -111077.6100 eV
Net charge: 0
<S²>: 2.003
ΔE to the lowest compared entry with this formula, charge and spin: 6.2 kJ/mol
Frontier orbital gap (alpha / beta): 8.677 / 8.523 eV

---

# 5
Below is a 2-piece molecular cluster, C12H16N2O overall at a distorted geometry, with properties calculated with ωB97M-V/def2-TZVPD.

Cartesian coordinates (Å):
N (-0.23, 3.31, -2.10)
H (-0.56, 2.38, -4.00)
C (-0.33, 1.45, -0.85)
H (1.35, -1.24, 1.64)
C (-0.49, 2.25, -2.93)
H (-0.01, 4.24, -2.39)
C (-0.35, 0.74, 0.36)
H (-0.20, 3.30, 2.52)
C (-0.84, -0.29, -2.68)
H (0.82, -2.08, -0.56)
H (-0.06, -0.97, -2.34)
O (0.74, -3.02, 3.74)
C (0.01, 3.54, 0.38)
C (-0.28, 1.43, 1.56)
C (0.44, -2.82, 2.58)
H (-0.88, -0.36, -3.77)
C (-0.10, 2.83, 1.56)
H (-1.60, -2.89, 2.81)
H (0.57, -3.69, 0.05)
H (2.44, -2.50, 1.88)
H (0.22, 4.60, 0.53)
C (1.26, -2.83, 0.10)
C (1.42, -2.33, 1.54)
H (-0.74, -0.26, 0.22)
H (-1.12, -2.75, 1.19)
H (2.20, -3.20, -0.29)
N (-0.85, -2.94, 2.14)
H (-0.35, 0.84, 2.46)
C (-0.13, 2.85, -0.81)
C (-0.57, 1.10, -2.22)
H (-1.79, -0.70, -2.34)

Calculated values
HOMO: -8.0 eV
SMILES string: Cc1c[nH]c2ccccc12.CCC(N)=O
Largest force on an atom: 1.398 eV/Å
Multiplicity: 1
Electronic energy: -17731.7581 eV
Net charge: 0
ΔE to the lowest compared entry with this formula, charge and spin: 35.4 kJ/mol
Frontier orbital gap: 8.756 eV